(1)
Formula: C78H204N24O30
Source: the Open Molecules 2025 dataset
Level of theory: the ωB97M-V functional and the def2-TZVPD basis

Values from the calculation:
ΔE to the lowest compared entry with this formula, charge and spin = 54.4 kJ/mol
Electronic energy = -6665.21373 Eh
HOMO-LUMO gap = 8.4 eV
E_LUMO = 0.316 eV
E_HOMO = -8.1 eV

Geometry as ORCA input:
```
! RIJCOSX wB97M-V def2-TZVPD def2/J DEFGRID3
* xyz 0 1
C -4.006 2.034 -4.790
O -4.412 1.215 -5.605
N -3.782 3.366 -5.245
N -3.780 1.763 -3.480
H -3.411 3.409 -6.205
H -3.415 3.936 -4.493
H -4.278 1.015 -2.957
H -3.372 2.427 -2.833
C -3.349 -3.190 0.309
O -2.851 -3.222 1.396
N -2.914 -2.258 -0.622
N -4.110 -4.239 -0.259
H -3.611 -2.032 -1.355
H -2.171 -1.586 -0.344
H -4.475 -4.837 0.478
H -4.040 -4.590 -1.170
C -5.971 -0.841 -2.817
O -4.836 -0.755 -2.311
N -6.971 -1.309 -2.011
N -6.250 -0.464 -4.137
H -6.893 -1.512 -1.037
H -7.914 -1.056 -2.238
H -7.122 -0.746 -4.539
H -5.608 -0.048 -4.772
C 1.960 -3.119 5.031
O 1.567 -1.966 5.207
N 1.720 -4.104 5.959
N 2.739 -3.453 3.927
H 1.027 -3.982 6.670
H 1.979 -4.993 5.595
H 3.092 -4.414 3.740
H 2.616 -2.962 3.036
C 4.268 -4.295 1.048
O 3.404 -5.116 1.384
N 5.639 -4.626 1.157
N 3.933 -3.079 0.444
H 5.857 -5.556 1.486
H 6.395 -3.976 1.131
H 4.648 -2.598 -0.141
H 2.940 -2.858 0.396
C -1.358 -0.833 4.008
O -2.036 -0.200 3.138
N -0.982 -2.110 3.710
N -0.918 -0.271 5.222
H -0.406 -2.575 4.368
H -1.657 -2.670 3.187
H -1.122 0.722 5.358
H -0.065 -0.718 5.569
C 1.712 1.589 4.203
O 1.724 1.170 5.603
C 2.980 0.656 6.020
C 2.935 0.367 7.453
N 2.031 -0.691 7.711
C 1.847 -1.235 9.030
C 0.633 -2.043 9.201
O 0.756 -3.460 8.776
C 1.872 -4.031 9.404
H 1.890 0.764 3.526
H 2.442 2.359 4.010
H 0.723 1.985 3.937
H 3.727 1.443 5.865
H 3.240 -0.208 5.397
H 2.632 1.300 7.897
H 3.953 0.193 7.857
H 2.181 -1.447 7.053
H 1.658 -0.335 9.670
H 2.766 -1.605 9.500
H -0.204 -1.558 8.639
H 0.308 -2.075 10.235
H 1.876 -5.086 9.132
H 1.794 -3.851 10.490
H 2.800 -3.645 9.025
C -0.440 -2.879 -3.349
O -0.914 -2.597 -4.664
C -1.999 -1.676 -4.655
C -2.606 -1.772 -6.053
N -3.260 -3.045 -6.276
C -3.611 -3.236 -7.682
C -4.369 -4.489 -7.977
O -3.586 -5.638 -7.370
C -3.868 -6.815 -7.947
H 0.349 -3.618 -3.446
H -1.227 -3.273 -2.674
H 0.002 -1.964 -2.909
H -1.613 -0.634 -4.545
H -2.789 -1.848 -3.910
H -1.825 -1.526 -6.833
H -3.348 -1.005 -6.027
H -2.558 -3.737 -6.001
H -2.750 -3.290 -8.354
H -4.282 -2.443 -8.020
H -4.556 -4.667 -9.037
H -5.363 -4.483 -7.539
H -4.929 -7.053 -8.012
H -3.321 -7.573 -7.359
H -3.462 -6.929 -8.989
C 9.572 -2.444 -4.664
O 8.493 -2.496 -3.787
C 8.641 -3.514 -2.797
C 8.457 -4.904 -3.402
N 7.088 -5.150 -3.957
C 6.221 -5.731 -2.971
C 4.748 -5.501 -3.203
O 4.527 -4.110 -3.029
C 3.252 -3.661 -3.426
H 9.421 -3.146 -5.466
H 10.538 -2.619 -4.208
H 9.486 -1.442 -5.141
H 7.799 -3.376 -2.094
H 9.530 -3.412 -2.143
H 8.687 -5.599 -2.582
H 9.171 -5.035 -4.186
H 6.752 -4.235 -4.225
H 6.324 -5.423 -1.899
H 6.446 -6.770 -2.964
H 4.167 -6.048 -2.493
H 4.437 -5.845 -4.181
H 2.540 -4.281 -2.858
H 3.048 -3.918 -4.485
H 3.124 -2.614 -3.154
C -0.964 -6.162 -0.867
O -1.135 -7.416 -0.270
C -2.398 -7.669 0.370
C -3.342 -8.202 -0.712
N -3.140 -9.573 -1.214
C -1.941 -9.741 -2.008
C -1.761 -11.142 -2.462
O -2.504 -11.315 -3.687
C -2.426 -12.652 -4.099
H -1.295 -5.313 -0.236
H -1.564 -6.112 -1.764
H 0.082 -5.977 -1.073
H -2.752 -6.719 0.808
H -2.152 -8.322 1.232
H -3.072 -7.538 -1.556
H -4.374 -7.972 -0.413
H -3.325 -10.332 -0.614
H -1.005 -9.543 -1.420
H -1.897 -9.006 -2.837
H -2.225 -11.820 -1.709
H -0.701 -11.549 -2.567
H -2.890 -12.658 -5.080
H -2.903 -13.374 -3.447
H -1.393 -12.899 -4.174
C 1.054 4.606 5.343
O 0.045 4.453 4.410
C 0.306 5.027 3.169
C -0.871 4.800 2.286
N -2.041 5.490 2.733
C -3.083 5.542 1.749
C -4.077 6.744 2.005
O -5.457 6.405 1.848
C -6.008 5.575 2.916
H 1.089 5.654 5.742
H 1.987 4.424 4.833
H 0.912 3.947 6.204
H 1.204 4.549 2.720
H 0.595 6.109 3.338
H -0.990 3.690 2.326
H -0.612 5.160 1.289
H -2.426 5.046 3.595
H -3.721 4.655 1.582
H -2.564 5.806 0.829
H -3.918 7.652 1.384
H -3.927 7.090 3.022
H -5.522 4.589 2.982
H -7.062 5.459 2.670
H -6.014 6.046 3.914
C 1.896 6.035 0.172
O 2.596 5.091 0.952
C 2.294 3.749 0.497
C 3.386 2.838 1.063
N 3.530 1.549 0.374
C 4.162 1.723 -0.948
C 4.475 0.426 -1.648
O 5.374 -0.321 -0.841
C 5.976 -1.403 -1.457
H 2.346 6.984 0.247
H 0.833 6.098 0.441
H 1.966 5.755 -0.878
H 2.324 3.776 -0.608
H 1.294 3.403 0.816
H 3.212 2.625 2.110
H 4.336 3.331 1.059
H 4.242 1.107 0.929
H 5.162 2.196 -0.826
H 3.556 2.280 -1.667
H 4.957 0.670 -2.591
H 3.555 -0.103 -1.834
H 5.347 -1.719 -2.324
H 6.125 -2.233 -0.745
H 7.007 -1.231 -1.829
C -10.167 2.997 -3.367
O -10.004 4.027 -2.382
C -8.763 4.737 -2.617
C -7.572 4.182 -1.829
N -7.410 4.462 -0.431
C -8.440 3.880 0.463
C -8.435 2.309 0.370
O -9.465 1.722 1.197
C -10.811 1.610 0.613
H -10.949 2.311 -3.034
H -9.273 2.393 -3.553
H -10.480 3.400 -4.372
H -8.863 5.783 -2.349
H -8.564 4.700 -3.698
H -6.740 4.594 -2.427
H -7.491 3.109 -2.004
H -7.191 5.415 -0.144
H -9.495 4.250 0.314
H -8.107 4.014 1.475
H -7.539 1.925 0.827
H -8.491 1.872 -0.634
H -11.336 2.532 0.434
H -11.459 1.096 1.317
H -10.814 1.068 -0.363
C -6.293 1.917 3.329
O -5.356 2.300 4.241
C -3.992 2.288 3.745
C -3.034 2.808 4.860
N -3.451 4.144 5.231
C -2.818 4.644 6.475
C -3.404 6.006 6.677
O -4.802 5.844 6.946
C -5.550 7.068 6.742
H -6.163 0.952 2.750
H -6.279 2.626 2.475
H -7.245 2.010 3.748
H -3.945 3.009 2.925
H -3.736 1.258 3.438
H -2.061 2.843 4.382
H -3.095 2.061 5.694
H -4.425 4.147 5.304
H -1.734 4.766 6.337
H -3.079 4.109 7.431
H -3.140 6.672 5.808
H -2.940 6.501 7.588
H -5.422 7.399 5.714
H -5.154 7.866 7.357
H -6.582 6.777 6.958
C 4.837 -0.338 3.466
O 4.931 1.073 3.202
C 6.270 1.453 2.858
C 7.102 2.199 3.932
N 8.456 2.212 3.427
C 9.469 2.859 4.389
C 9.695 2.038 5.713
O 10.197 0.788 5.306
C 10.221 -0.240 6.220
H 5.266 -0.877 2.578
H 3.756 -0.606 3.576
H 5.497 -0.524 4.331
H 6.147 2.076 1.967
H 6.901 0.600 2.495
H 7.062 1.645 4.866
H 6.668 3.166 4.092
H 8.837 1.237 3.383
H 9.155 3.861 4.668
H 10.325 2.771 3.748
H 8.743 1.890 6.264
H 10.426 2.623 6.287
H 10.847 -0.035 7.093
H 10.713 -1.062 5.744
H 9.219 -0.584 6.490
C -3.618 5.112 -1.938
O -2.566 4.431 -2.568
C -1.407 4.379 -1.725
C -0.330 3.538 -2.382
N 0.533 4.247 -3.293
C -0.176 4.811 -4.394
C 0.788 5.628 -5.228
O 1.688 4.690 -5.803
C 2.438 5.239 -6.866
H -3.324 6.104 -1.560
H -4.104 4.631 -1.097
H -4.449 5.269 -2.658
H -1.763 3.927 -0.815
H -1.072 5.423 -1.533
H -0.823 2.718 -2.924
H 0.286 3.006 -1.623
H 1.351 3.694 -3.556
H -0.933 5.503 -4.049
H -0.666 4.070 -5.068
H 1.284 6.409 -4.614
H 0.159 6.141 -5.960
H 2.957 6.132 -6.454
H 1.756 5.496 -7.649
H 3.187 4.495 -7.224
C 0.453 -3.278 -0.267
O 1.403 -2.156 -0.068
C 1.270 -1.481 1.142
C 0.596 -0.102 1.027
N -0.784 -0.179 0.596
C -1.286 1.089 0.017
C -2.753 1.011 -0.157
O -3.374 2.307 -0.216
C -4.771 2.199 -0.057
H 0.639 -3.855 0.651
H 0.787 -3.822 -1.145
H -0.571 -2.861 -0.256
H 2.301 -1.237 1.468
H 0.686 -2.033 1.845
H 1.172 0.541 0.331
H 0.672 0.275 2.049
H -1.301 -0.200 1.473
H -0.736 1.340 -0.932
H -1.006 1.958 0.646
H -3.154 0.486 0.704
H -3.030 0.534 -1.102
H -5.297 1.513 -0.763
H -5.279 3.178 -0.141
H -4.960 1.689 0.892
C 7.803 0.870 -4.121
O 6.893 0.966 -5.162
C 6.292 -0.273 -5.438
C 4.971 -0.066 -6.085
N 3.899 0.330 -5.183
C 2.787 1.123 -5.797
C 1.571 0.888 -4.924
O 1.967 1.340 -3.597
C 1.320 0.702 -2.534
H 7.354 0.750 -3.138
H 8.379 1.787 -4.268
H 8.546 0.110 -4.318
H 6.200 -0.851 -4.480
H 6.895 -0.854 -6.156
H 4.744 -0.950 -6.662
H 5.237 0.748 -6.785
H 4.286 0.917 -4.458
H 2.582 0.777 -6.802
H 3.016 2.198 -5.888
H 1.320 -0.205 -4.884
H 0.592 1.413 -5.161
H 0.214 0.770 -2.703
H 1.547 1.251 -1.607
H 1.651 -0.336 -2.497
*
```

***

(2)
Formula: C24H20N6O4
Source: the Open Molecules 2025 dataset
Level of theory: the ωB97M-V functional and the def2-TZVPD basis

Values from the calculation:
ΔE to the lowest compared entry with this formula, charge and spin = 23.1 kJ/mol
Electronic energy = -1555.73018 Eh
SMILES = N#Cc1ccc(/C=C(\c2ccccc2)N2CCCC2)cc1.O=[N+]([O-])c1cnc2no[n+]([O-])c2c1
HOMO-LUMO gap = 4.7 eV
E_LUMO = -2.475 eV
E_HOMO = -7.2 eV

Geometry as ORCA input:
```
! RIJCOSX wB97M-V def2-TZVPD def2/J DEFGRID3
* xyz 0 1
N -1.352 -7.154 0.654
C -1.117 -6.207 1.302
C -0.814 -5.032 2.069
C -1.847 -4.298 2.661
C -1.575 -3.099 3.288
C -0.270 -2.526 3.243
C -0.024 -1.164 3.605
C -1.046 -0.227 3.838
C -2.320 -0.273 3.070
C -2.274 -0.598 1.704
C -3.449 -0.727 0.977
C -4.680 -0.398 1.549
C -4.746 -0.077 2.907
C -3.580 -0.071 3.675
N -0.872 0.772 4.729
C 0.118 0.676 5.786
C 0.048 2.023 6.523
C -1.012 2.877 5.812
C -1.733 1.939 4.839
C 0.787 -3.359 2.783
C 0.511 -4.592 2.219
H -2.869 -4.673 2.613
H -2.392 -2.543 3.753
H 1.013 -0.872 3.785
H -1.304 -0.766 1.231
H -3.396 -1.053 -0.059
H -5.570 -0.412 0.921
H -5.706 0.177 3.365
H -3.652 0.082 4.755
H -0.125 -0.167 6.458
H 1.109 0.471 5.362
H -0.234 1.842 7.565
H 1.031 2.498 6.512
H -1.723 3.300 6.525
H -0.557 3.703 5.257
H -1.939 2.398 3.863
H -2.706 1.675 5.277
H 1.814 -2.987 2.835
H 1.314 -5.241 1.863
O -1.947 -1.183 -1.547
N -1.263 -1.863 -2.347
O -1.724 -2.819 -3.000
C 0.090 -1.452 -2.515
C 0.774 -1.876 -3.706
N 1.711 -1.155 -4.307
C 2.062 -0.032 -3.678
N 2.804 0.972 -4.231
O 2.743 2.022 -3.297
N 1.987 1.642 -2.157
O 1.815 2.427 -1.244
C 1.553 0.336 -2.377
C 0.539 -0.366 -1.751
H 0.459 -2.811 -4.178
H 0.081 -0.007 -0.838
*
```